# 1
DFT (the ωB97M-V functional and the def2-TZVPD basis) results for a cluster of 2 separate species, C4H9N2O4S in total.

Atoms and positions in Å:
C -1.40050 1.27880 2.78286
C -1.17796 -1.18421 -0.26077
C 1.26878 -0.48757 0.11245
C -0.08870 -0.06036 -0.44407
N -1.54344 2.46934 2.59665
N -0.51985 1.06682 0.28858
O -0.76612 3.47320 0.26698
O -1.56058 0.17478 3.17577
O 1.43881 2.69315 0.61098
O 0.40336 2.42039 -1.63261
S 0.07883 2.37446 -0.23199
H -0.87521 -2.21069 -0.47811
H -1.49010 -1.30024 0.80754
H -2.17382 -0.71537 -0.63648
H 1.16384 -1.28006 0.83324
H 1.90461 0.34245 0.25150
H 1.71439 -1.09416 -0.65588
H 0.05788 0.14238 -1.44439
H 2.11281 2.02053 0.49470
H -1.28775 2.88011 1.60242

Properties
charge: -1
energy above the lowest of the compared OMol25 structures with the same formula, charge and spin: 26.6 kJ/mol
strongest force on any atom: 3.8 eV/Å
Kohn-Sham gap: 8.361 eV
electronic energy: -966.5046 Ha
highest occupied orbital energy: -4.8 eV



# 2
DFT (the ωB97M-V functional and the def2-TZVPD basis) results for the ion C4H9N2OS with charge -1.

Atoms and positions in Å:
C 0.15548 -1.90826 0.93290
N -0.96466 -1.03400 0.57135
C -0.59687 0.14089 -0.23693
C 0.19979 -0.24217 -1.47548
S 0.19125 1.09815 -2.75514
C 0.11406 1.18658 0.64690
N 0.30234 2.37564 0.05476
O 0.45372 0.97304 1.80784
H 0.14826 -2.77606 0.27816
H 1.11720 -1.41225 0.88222
H 0.01137 -2.25209 1.95426
H -1.36736 -0.68863 1.42966
H -1.53162 0.57671 -0.56868
H -0.26259 -1.13181 -1.92209
H 1.22689 -0.51581 -1.25047
H 0.14386 2.47606 -0.94483
H 0.65889 3.13400 0.59556

Properties
charge: -1
energy above the lowest of the compared OMol25 structures with the same formula, charge and spin: 29.5 kJ/mol
strongest force on any atom: 1.1 eV/Å
Kohn-Sham gap: 6.758 eV
electronic energy: -740.8128 Ha
highest occupied orbital energy: -2.9 eV



# 3
DFT (the ωB97M-V functional and the def2-TZVPD basis) results for the ion C4H9N2OS with charge -1.

Atoms and positions in Å:
O 1.90915 1.06795 -1.72038
C 0.73519 1.18367 -2.09297
N -0.24053 0.71590 -1.26743
C 0.02609 -0.28316 -0.27015
C -1.41919 -0.86945 0.20595
S -2.86665 -0.55359 -0.97089
C 0.65398 0.28735 0.98393
N 0.64269 -0.43294 2.26641
H 0.55417 1.69662 -3.05265
H -1.23137 0.88392 -1.52719
H 0.54561 -1.16690 -0.70511
H -1.62861 -0.24780 1.07750
H -1.45322 -1.90388 0.55514
H 0.51416 1.38934 1.00004
H 1.76980 0.32127 0.74913
H 1.50834 -0.88451 2.51574
H -0.01962 -1.20379 2.25294

Properties
charge: -1
energy above the lowest of the compared OMol25 structures with the same formula, charge and spin: 138.7 kJ/mol
strongest force on any atom: 4.7 eV/Å
Kohn-Sham gap: 6.705 eV
electronic energy: -740.7712 Ha
highest occupied orbital energy: -2.9 eV



# 4
DFT (the ωB97M-V functional and the def2-TZVPD basis) results for a cluster of 2 separate species, C4H9N2OS in total.

Atoms and positions in Å:
C -0.59921 -0.42622 0.92906
C 0.70253 -1.18179 1.24063
C 0.73283 0.21532 -0.98884
C -1.60986 0.54496 -1.07442
N 2.61803 1.34153 -0.07543
N -0.42311 0.52457 -0.20392
O 3.11598 0.32486 0.11716
S 1.43485 -1.28065 -0.46147
H -1.32435 -1.12266 0.66186
H -0.96896 0.00440 1.88153
H 1.34019 -0.53587 1.99934
H 0.48944 -2.26768 1.66403
H 0.58917 0.58711 -2.05373
H -1.69704 -0.46971 -1.54688
H -2.52106 0.79312 -0.55733
H -1.44597 1.45069 -1.77691
H -0.43348 1.49802 0.24532

Properties
charge: +1
energy above the lowest of the compared OMol25 structures with the same formula, charge and spin: 589.0 kJ/mol
strongest force on any atom: 3.6 eV/Å
Kohn-Sham gap (alpha / beta): 7.799 / 7.855 eV
electronic energy: -740.3186 Ha
highest occupied orbital energy (alpha / beta): -12.0 / -12.2 eV